Entry 1:
18
Properties=species:S:1:pos:R:3:lowdin_charge:R:1 method="wB97M-V/def2-TZVPD" charge=+1 e_homo_ev="-13.584 / -13.125" energy_ha=-450.536869 fmax_ha_per_bohr=0.120 relative_energy_kcal_mol=70.89 gap_ev="8.78 / 8.10"
F -3.652 -0.657 -0.721 0.087
F -2.855 -2.694 -0.756 0.157
N -0.726 0.431 -0.203 -0.238
C -2.730 -1.520 -0.270 -0.132
C 0.201 -1.935 -0.342 -0.047
C -0.871 -0.919 -0.595 -0.090
C -0.382 0.590 1.200 -0.019
C 0.355 1.044 -1.053 -0.003
H -1.086 0.087 1.893 0.128
H 0.058 0.862 -2.138 0.135
H -0.499 1.611 1.464 0.094
H 0.065 -2.760 -1.006 0.078
H 0.306 2.174 -0.829 0.141
H 1.443 0.592 -0.882 0.147
H 0.255 -2.369 0.685 0.117
H 1.121 -1.318 -0.671 0.106
H -1.476 1.109 -0.393 0.190
H 0.700 0.296 1.437 0.147



Entry 2:
97
Properties=species:S:1:pos:R:3:mulliken_spin:R:1 method="wB97M-V/def2-TZVPD" multiplicity=5 charge=+1 e_homo_ev="-9.682 / -9.684" energy_ha=-8949.610198 fmax_ha_per_bohr=0.078 relative_energy_kcal_mol=0.00 gap_ev="6.63 / 6.64"
Ho 12.050 10.439 14.431 4.087
Br 10.611 6.597 15.266 0.000
Br 14.072 7.231 21.146 0.000
S 12.603 8.364 12.845 -0.009
O 11.836 10.777 16.847 -0.023
O 13.250 8.598 16.150 -0.001
N 14.107 12.931 15.982 0.001
N 14.423 10.881 14.692 -0.016
N 9.653 13.300 14.436 0.000
N 9.796 11.105 13.547 -0.014
N 11.949 12.737 14.850 -0.020
N 10.637 12.114 18.538 0.000
N 12.226 11.214 11.939 -0.006
N 11.059 12.083 20.733 0.000
N 9.705 9.134 15.706 0.000
C 10.520 9.717 8.995 0.000
C 13.213 13.437 12.292 0.000
C 9.197 12.277 13.683 0.001
C 11.128 14.695 15.736 0.000
C 14.828 11.876 15.517 -0.002
C 11.148 12.044 9.490 0.001
C 11.983 10.230 19.225 0.000
C 7.924 12.512 13.046 0.000
C 7.427 11.515 12.247 0.000
C 13.049 8.819 17.494 0.000
C 8.440 7.451 16.914 0.000
C 13.987 7.364 15.838 0.000
C 8.094 10.287 12.079 0.000
C 11.060 16.886 16.706 0.000
C 15.346 10.081 14.150 0.001
C 11.782 12.889 10.298 -0.001
C 12.293 12.475 11.530 0.001
C 10.472 15.911 15.903 0.000
C 11.750 8.886 11.404 0.002
C 12.569 9.372 20.181 0.000
C 9.208 14.247 18.506 0.000
C 12.262 9.903 17.820 -0.001
C 16.641 10.081 14.455 0.000
C 8.830 10.047 16.177 0.000
C 11.248 11.437 19.496 0.000
C 11.766 10.286 11.061 -0.003
C 9.860 14.331 21.219 0.000
C 13.563 7.963 18.471 0.000
C 7.859 9.772 17.130 0.000
C 9.993 13.219 19.146 0.000
C 10.484 8.405 9.327 0.000
C 9.263 10.161 12.765 0.000
C 10.842 13.532 14.884 -0.001
C 12.306 16.612 17.370 0.000
C 8.705 15.258 19.286 0.000
C 12.990 15.500 17.056 0.000
C 12.431 14.547 16.257 0.000
C 10.305 13.249 20.498 0.000
C 16.163 11.922 15.933 0.000
C 17.051 10.989 15.404 0.000
C 12.917 13.274 15.685 -0.003
C 13.329 8.329 19.799 0.000
C 11.146 10.649 9.876 -0.002
C 9.093 15.298 20.629 0.000
C 7.672 8.459 17.465 0.000
C 9.467 7.875 16.063 0.000
C 11.156 8.008 10.528 0.001
H 13.922 12.960 13.017 0.001
H 7.498 13.521 13.113 0.000
H 13.782 13.932 11.526 0.000
H 13.550 6.604 16.403 0.000
H 6.922 8.109 18.131 0.000
H 13.913 7.157 14.828 0.000
H 12.663 17.274 18.068 0.000
H 10.003 14.392 22.289 0.000
H 10.118 10.089 8.109 0.000
H 11.131 6.953 10.697 0.000
H 18.034 10.931 15.746 0.000
H 11.574 11.890 21.575 0.000
H 11.872 13.910 9.942 0.000
H 8.432 6.472 17.218 0.000
H 7.266 10.576 17.535 0.000
H 12.325 9.487 21.265 0.000
H 7.642 9.449 11.509 0.000
H 15.016 7.586 16.039 0.000
H 6.429 11.709 11.781 0.000
H 14.886 9.313 13.584 -0.001
H 16.380 12.688 16.679 0.000
H 12.619 14.149 12.847 0.000
H 11.105 11.511 17.353 0.005
H 13.966 15.320 17.508 0.000
H 9.880 9.258 12.679 -0.001
H 10.533 17.816 16.927 0.000
H 8.163 16.101 18.900 0.000
H 8.999 14.026 17.408 0.000
H 10.810 12.272 8.514 0.000
H 9.450 16.056 15.521 0.000
H 8.693 16.064 21.289 0.000
H 14.122 7.031 18.238 0.000
H 17.377 9.389 14.118 0.000
H 8.971 11.029 15.808 0.002
H 10.064 7.611 8.705 0.000



Entry 3:
16
Properties=species:S:1:pos:R:3:lowdin_charge:R:1 method="wB97M-V/def2-TZVPD" e_homo_ev=-9.625 energy_ha=-383.825709 fmax_ha_per_bohr=0.068 relative_energy_kcal_mol=52.97 smiles=C1[C@@H]2O[C@@H]3[C@H]1C[C@@H]3O2 gap_ev=10.60
O -0.686 -1.080 -1.002 -0.027
O -1.364 -0.466 1.026 -0.019
C -0.774 1.174 -0.501 -0.058
C -0.038 -0.295 1.139 -0.217
C -1.525 -0.210 -0.369 -0.317
C 0.486 -1.205 -0.089 -0.173
C 1.514 -0.154 -0.306 -0.106
C 0.511 0.873 0.169 -0.216
H -2.556 -0.524 -0.661 0.180
H 0.344 -0.485 2.183 0.179
H 2.051 -0.143 -1.264 0.122
H -0.636 1.310 -1.555 0.116
H -1.303 2.001 -0.008 0.131
H 0.730 -2.243 0.046 0.139
H 0.994 1.705 0.702 0.140
H 2.253 -0.258 0.492 0.125



Entry 4:
16
Properties=species:S:1:pos:R:3:lowdin_charge:R:1 method="wB97M-V/def2-TZVPD" e_homo_ev=-9.020 energy_ha=-627.942329 fmax_ha_per_bohr=0.070 relative_energy_kcal_mol=32.82 smiles=NC[C@H](N)CS gap_ev=9.83
S 2.170 -1.206 1.713 0.659
N -2.083 0.752 -1.393 -0.018
N -0.390 0.928 1.187 0.022
C -0.173 -0.188 0.211 -0.459
C -0.659 0.278 -1.191 -0.242
C 1.215 -0.822 0.191 -0.559
H -0.762 -1.071 0.671 0.151
H 2.581 -2.482 1.504 -0.154
H -2.412 0.912 -0.431 0.045
H 0.143 1.738 0.982 0.053
H 0.096 1.024 -1.439 0.102
H 1.367 -1.753 -0.537 0.127
H -0.363 0.625 2.192 0.089
H -2.223 1.762 -1.660 0.077
H 1.936 -0.057 -0.047 0.019
H -0.443 -0.440 -1.954 0.088